# C3H6N2O4

A single C3H6N2O4 molecule in a non-equilibrium geometry (ωB97M-V/def2-TZVPD, the Open Molecules 2025 dataset).

Highest occupied orbital energy   -8.78 eV
Electronic energy   -14373.1719 eV
HOMO-LUMO gap   9.14 eV
Relative energy (zero: lowest compared OMol25 entry of this formula, charge and spin)   158.0 kcal/mol
LUMO level   0.0133 Eh

Geometry as XYZ:
```
15
Properties=species:S:1:pos:R:3:nbo_charge:R:1
O -1.87860 -0.55449 -1.43252 -0.537
N -1.61661 -0.67441 -0.17051 0.232
C -0.38683 -1.21173 0.38757 -0.293
C 0.86667 -0.33022 0.01930 0.196
O 1.85805 -1.26483 -0.17194 -0.676
C 1.06103 0.97294 0.09623 0.054
O 0.05118 1.86398 0.31800 -0.659
N -2.49791 -0.24520 0.64475 0.064
O -3.66005 0.22279 0.06315 -0.517
H -0.20872 -2.06494 -0.17891 0.252
H -0.51645 -1.42204 1.44176 0.250
H 2.64867 -0.75098 -0.38981 0.480
H 1.94516 1.45724 -0.06538 0.181
H -0.71472 1.27181 0.63284 0.473
H -3.59595 0.13682 -0.95827 0.502
```